*w*
ORCA calculation (ωB97M-V with the def2-TZVPD basis set) on a molecular structure, C40H66N7OPRuSSi.

Element x y z (Å)
H 2.59553 1.75500 -5.48424
H -4.39074 -0.65086 -3.12561
N -0.68057 -0.82608 -2.61185
H -3.88929 -2.11323 -3.94529
H 1.17741 -5.45050 2.54099
C -2.86432 -1.78377 -2.07134
H -0.40227 -0.51386 -4.65980
H 4.87597 -2.17408 -0.67190
H -0.57534 1.65759 -3.29310
H 2.05547 -4.61864 3.82911
C -0.28670 5.14911 0.37757
P 0.80162 -0.21991 -2.13730
H -5.83500 1.11992 2.20833
H -1.46853 -1.18598 2.09101
H -3.60224 -1.87805 -1.27386
C -0.92257 -4.08302 -0.21974
C -2.51860 -0.46298 -4.19280
H -1.49775 -5.00675 -0.30278
H 0.35955 -0.66577 3.53376
H 2.01038 3.99687 -5.08382
C -1.47921 1.72336 5.36952
N 1.28181 0.70865 -3.45324
C 0.80697 -3.25825 1.23370
N 1.85055 -3.52790 2.07312
C -2.52670 0.55580 2.78489
C -0.70992 3.04278 2.71955
H -0.50745 3.71089 7.95994
C -2.42108 -0.66758 2.12482
H -1.52216 -3.32540 0.27694
C 3.31387 -2.74607 -3.70918
H 2.94393 -5.29927 2.45926
C 0.48216 0.38679 3.26282
H -2.78529 -0.48637 -5.25094
H -2.51399 3.20184 1.08390
C -1.59109 3.37425 -0.85459
C 0.38104 1.82265 -3.79200
H 1.25333 4.03341 1.45548
N 0.72108 0.53006 -0.78480
H 0.78403 -6.37135 0.28242
H -3.42041 -2.19219 0.98987
S 4.05390 0.99339 1.26991
H 4.03247 2.29132 -4.63627
C -2.73225 1.23016 7.38624
H -3.02280 0.23656 5.51799
C -3.52114 -1.26792 -3.35992
C 2.70504 1.07876 -3.46352
C -3.77881 1.17868 2.81009
Ru 0.71806 0.65034 1.13368
H -1.96625 1.67403 0.40607
H 3.73906 -2.66307 2.32873
C 2.24998 3.44823 -4.17045
C 0.97422 3.15924 -3.37374
C -1.70099 2.72890 0.51557
C -2.03339 2.20672 8.07895
H -1.10245 -2.07635 -4.26808
H 0.20513 3.43121 3.17563
C 1.13286 -5.37364 0.00327
H -2.15407 0.14558 -1.43427
C 2.95864 2.13566 -4.52542
H -5.60244 -1.03669 1.01901
H -3.89754 2.12272 3.33132
C -1.05700 2.94560 7.42659
H -1.33035 -1.19756 -0.65809
H 2.91266 4.08844 -3.58550
C 1.90641 -2.47315 -3.18454
H 3.98249 -3.98976 -2.09042
O 0.35154 -2.12815 1.08877
H 0.42427 5.92463 0.08914
H 4.60103 -1.00152 -1.95248
H -0.80607 2.85914 -1.41423
H 0.93908 3.45298 -0.15915
C -1.29620 4.87208 -0.75230
C 2.54989 1.41559 1.41536
C 2.69052 -2.44170 2.54124
H 2.72761 -0.93517 -0.30738
H -1.49534 3.79387 2.88324
C -4.74666 -0.59463 1.51262
C -0.78606 2.70094 6.08872
H -2.52686 3.20328 -1.39461
H 2.40998 -1.51178 2.04692
N 1.91029 -1.45814 -2.14749
H 1.48138 -3.40749 -2.78283
H 3.29312 0.18492 -3.66209
H 3.02052 1.46075 -2.48143
H -2.44626 -2.78055 -2.23781
H -0.80143 5.51965 1.26850
N 0.27880 -4.33477 0.54926
H 3.27882 -3.57759 -4.41716
H 1.26080 -2.15777 -4.00198
H -0.68295 -3.72125 -1.22770
H 1.13995 -5.30595 -1.08978
H -0.01350 3.28325 5.60060
C 4.27918 -3.04784 -2.56762
C 2.80463 -1.73989 -1.03751
H 3.66342 -1.86949 -4.26226
H 1.19788 3.10072 -2.30511
C -1.11151 -1.01071 -3.99988
H 1.30255 0.80885 3.85326
C 2.01802 -4.79426 2.75111
C -1.74882 -0.86057 -1.60823
C 4.23355 -1.93755 -1.52291
H 2.48068 -2.66702 -0.54386
Si -1.03132 1.38064 3.57182
H 5.29207 -3.19439 -2.94751
H 0.23991 3.95727 -3.50693
H -2.24940 2.39344 9.12294
H 0.17988 1.81964 -4.87147
C 0.45776 3.86985 0.72934
C -4.87654 0.61808 2.17924
H -2.52724 0.58657 -3.88971
C -3.52112 -1.23927 1.49447
H -0.90983 5.23524 -1.70753
H 2.15503 -5.25039 0.35007
C -2.45832 0.99640 6.04596
N -0.43681 2.83913 1.28280
H -2.22533 5.41658 -0.56754
H 2.57625 -2.30451 3.61967
H -3.49576 0.65032 7.88979

The multiplicity is 5. The calculation puts the molecular weight at 853.2 g/mol. For the gap between HOMO and LUMO (alpha / beta), the calculation gives 6.33 / 7.32 eV.

Atom charges from the Löwdin analysis, given in e for atoms 1 to 99: number 1, H, carries 0.11; number 2, H, carries 0.11; number 3, N, carries -0.19; number 4, H, carries 0.11; number 5, H, carries 0.09; number 6, C, carries -0.18; number 7, H, carries 0.10; number 8, H, carries 0.11; number 9, H, carries 0.09; number 10, H, carries 0.09; number 11, C, carries -0.16; number 12, P, carries 0.57; number 13, H, carries 0.10; number 14, H, carries 0.06; number 15, H, carries 0.09; number 16, C, carries -0.05; number 17, C, carries -0.18; number 18, H, carries 0.10; number 19, H, carries -0.01; number 20, H, carries 0.11; number 21, C, carries -0.24; number 22, N, carries -0.20; number 23, C, carries -0.52; number 24, N, carries -0.14; number 25, C, carries -0.27; number 26, C, carries -0.24; number 27, H, carries 0.10; number 28, C, carries -0.10; number 29, H, carries 0.07; number 30, C, carries -0.18; number 31, H, carries 0.09; number 32, C, carries -0.37; number 33, H, carries 0.11; number 34, H, carries 0.12; number 35, C, carries -0.19; number 36, C, carries -0.22; number 37, H, carries 0.11; number 38, N, carries -0.30; number 39, H, carries 0.09; number 40, H, carries 0.09; number 41, S, carries 0.56; number 42, H, carries 0.11; number 43, C, carries -0.09; number 44, H, carries 0.10; number 45, C, carries -0.18; number 46, C, carries -0.21; number 47, C, carries -0.11; number 48, Ru, carries 1.12; number 49, H, carries 0.09; number 50, H, carries 0.09; number 51, C, carries -0.19; number 52, C, carries -0.19; number 53, C, carries -0.19; number 54, C, carries -0.10; number 55, H, carries 0.12; number 56, H, carries 0.08; number 57, C, carries -0.07; number 58, H, carries 0.11; number 59, C, carries -0.18; number 60, H, carries 0.10; number 61, H, carries 0.11; number 62, C, carries -0.09; number 63, H, carries 0.07; number 64, H, carries 0.11; number 65, C, carries -0.20; number 66, H, carries 0.11; number 67, O, carries -0.03; number 68, H, carries 0.11; number 69, H, carries 0.11; number 70, H, carries 0.06; number 71, H, carries 0.09; number 72, C, carries -0.18; number 73, C, carries -0.82; number 74, C, carries -0.05; number 75, H, carries 0.04; number 76, H, carries 0.09; number 77, C, carries -0.09; number 78, C, carries -0.10; number 79, H, carries 0.12; number 80, H, carries 0.03; number 81, N, carries -0.20; number 82, H, carries 0.11; number 83, H, carries 0.09; number 84, H, carries 0.12; number 85, H, carries 0.10; number 86, H, carries 0.11; number 87, N, carries -0.13; number 88, H, carries 0.11; number 89, H, carries 0.10; number 90, H, carries 0.08; number 91, H, carries 0.08; number 92, H, carries 0.10; number 93, C, carries -0.20; number 94, C, carries -0.22; number 95, H, carries 0.10; number 96, H, carries 0.09; number 97, C, carries -0.22; number 98, H, carries 0.00; number 99, C, carries -0.06

*x*
ORCA calculation (ωB97M-V with the def2-TZVPD basis set) on a molecular structure, C40H66N7OPRuSSi.

Element x y z (Å)
N -0.29097 0.42891 2.38558
N -3.94577 1.12561 -2.48306
H -0.28194 -3.28893 0.11921
C 0.41356 -2.33114 5.10495
P -0.80536 -0.87062 3.07453
N -3.23748 3.27148 -1.86423
H -2.98458 -4.58418 -0.19429
H -2.77379 -0.23826 6.76755
C -4.07068 0.61834 4.13939
H 3.05813 1.66502 0.32977
N -1.50752 -2.04249 2.15174
H 4.83016 -4.57726 -3.50367
C 4.48843 2.15112 -2.69972
C 1.71584 -1.69264 3.10189
H -1.32960 3.68458 -1.10036
H -0.59929 -0.80759 -4.15204
C -2.63742 -4.18817 1.90469
C 4.39181 -1.34279 -2.50190
H -1.25832 -1.03221 0.34336
H -5.32125 3.00073 -1.83024
H 0.35030 3.91522 -4.36288
C 1.85853 -0.08401 -3.58169
H -4.33015 2.51710 -4.01658
H -2.81590 -5.15097 2.38615
O -1.88970 1.45199 -1.56245
H -4.25412 0.83304 -4.53718
C 4.92895 4.00806 -1.23292
H 3.61730 -1.44909 5.97417
H -0.27471 2.75737 -6.47833
H -5.67947 1.42264 -3.66975
C -4.59074 1.49876 -3.73547
H -3.79330 -1.42565 4.74458
H 0.54258 2.53278 -2.27685
C -3.77688 -0.30848 -2.29617
C 1.48292 -1.85805 6.10190
C -2.13680 -4.38365 0.46350
C -0.31291 0.74288 -5.63718
C 0.21565 2.19321 -5.68442
S 0.07261 2.72760 1.08726
H -3.23152 -0.49084 -1.37660
H -4.78691 4.48758 -2.63748
H -4.75905 -0.78354 -2.23918
C 6.42491 -3.18762 -3.12976
H -3.59757 1.31585 3.44196
H -4.04708 2.23667 5.58037
H -2.54491 4.90086 -0.75182
C 4.09167 -2.65442 -2.89170
H 1.58481 -2.45233 2.31769
H 2.88881 -3.14961 4.20547
H -3.58882 -3.64771 1.90669
C -4.58982 3.80181 -1.80940
C 0.00895 2.88047 -4.33371
H -1.05744 2.89718 -4.08304
Ru 0.38941 0.92615 -0.70112
H 0.57994 -3.38651 4.85972
N -1.91492 -0.57785 4.28033
H 2.35135 -0.83474 0.26030
Si 2.97218 -0.17822 -2.03963
H 1.74840 -2.69385 6.75537
C -2.17643 4.21369 -1.51421
C -1.62203 -3.39493 2.71319
H -1.86291 4.79749 -2.38415
H -2.85360 -1.72105 0.54620
C 0.80425 2.13776 -3.26727
H 1.86057 2.35234 -3.41103
H -5.11353 0.51696 3.83642
H 7.78880 -1.59892 -2.66398
H -0.59532 0.32264 5.65240
C -0.41808 1.09721 1.24014
H 0.37458 0.07325 -6.15751
H -3.21602 -0.76488 -3.12269
H 7.20728 -3.89563 -3.37593
C 2.87823 -2.06947 4.02674
C -0.50024 0.27888 -4.18845
H -2.32390 1.44665 6.97858
H -4.81145 0.77013 6.17018
H -1.27627 0.66608 -6.14904
C -2.95419 1.93783 -1.94249
H 1.36143 -1.66078 -0.96864
H -0.65371 -3.91441 2.68508
C -1.55751 0.54435 5.19016
N 0.60405 0.66047 -3.30053
H 4.09500 3.85304 0.74132
H 4.60437 1.68064 -3.67511
H 6.01816 0.01277 -2.10489
H 1.07571 -1.06955 6.73972
H 5.38174 4.97605 -1.05275
C 4.21090 3.37572 -0.22667
H -0.58068 -2.25308 5.53551
H 1.58557 -1.12227 -3.81258
C 5.74282 -0.98737 -2.42257
H -3.50619 -1.15475 3.03390
H 2.60353 -0.26986 5.14932
H 3.81933 -1.81896 3.53785
C -2.64525 0.71148 6.23931
C 5.08973 -3.56728 -3.20627
C 3.75181 1.49996 -1.70089
C -1.35572 -3.14805 -0.03002
H -1.43122 1.47506 4.63155
C 1.85220 -0.72181 -0.70536
H 2.38625 0.30522 -4.46993
H -1.50972 -2.99218 -1.10040
H -4.72050 4.35399 -0.87552
H -1.92447 -3.33023 3.76124
H 1.28586 2.19660 -5.91153
C 5.06860 3.39379 -2.47467
C -3.97098 1.14665 5.58185
C -1.78215 -1.89393 0.71578
H 1.92875 -0.74445 2.60450
H 5.62744 3.88340 -3.26513
C -3.36231 -0.72500 4.02172
C 3.63129 2.13322 -0.46056
H -1.49139 -5.26307 0.42087
C 2.72524 -1.33529 5.35793
H 3.05068 -2.97284 -2.94384
C 6.74940 -1.89710 -2.73368
N 0.48285 -1.51588 3.88967
H -1.42114 0.69014 -3.77611

The multiplicity is 5. The calculation puts the molecular weight at 853.2 g/mol. For the gap between HOMO and LUMO (alpha / beta), the calculation gives 5.56 / 7.34 eV.

Atom charges from the Löwdin analysis, given in e for atoms 1 to 99: number 1, N, carries -0.18; number 2, N, carries -0.15; number 3, H, carries 0.10; number 4, C, carries -0.21; number 5, P, carries 0.66; number 6, N, carries -0.12; number 7, H, carries 0.10; number 8, H, carries 0.11; number 9, C, carries -0.18; number 10, H, carries 0.07; number 11, N, carries -0.20; number 12, H, carries 0.10; number 13, C, carries -0.13; number 14, C, carries -0.20; number 15, H, carries 0.01; number 16, H, carries 0.12; number 17, C, carries -0.18; number 18, C, carries -0.23; number 19, H, carries 0.05; number 20, H, carries 0.08; number 21, H, carries 0.12; number 22, C, carries -0.23; number 23, H, carries 0.08; number 24, H, carries 0.11; number 25, O, carries -0.06; number 26, H, carries 0.09; number 27, C, carries -0.09; number 28, H, carries 0.11; number 29, H, carries 0.10; number 30, H, carries 0.09; number 31, C, carries -0.06; number 32, H, carries 0.12; number 33, H, carries 0.06; number 34, C, carries -0.05; number 35, C, carries -0.17; number 36, C, carries -0.18; number 37, C, carries -0.16; number 38, C, carries -0.18; number 39, S, carries 0.46; number 40, H, carries 0.07; number 41, H, carries 0.09; number 42, H, carries 0.09; number 43, C, carries -0.10; number 44, H, carries 0.11; number 45, H, carries 0.11; number 46, H, carries 0.09; number 47, C, carries -0.11; number 48, H, carries 0.11; number 49, H, carries 0.11; number 50, H, carries 0.11; number 51, C, carries -0.06; number 52, C, carries -0.18; number 53, H, carries 0.10; number 54, Ru, carries 0.96; number 55, H, carries 0.11; number 56, N, carries -0.19; number 57, H, carries -0.02; number 58, Si, carries 0.55; number 59, H, carries 0.11; number 60, C, carries -0.04; number 61, C, carries -0.21; number 62, H, carries 0.09; number 63, H, carries 0.11; number 64, C, carries -0.20; number 65, H, carries 0.10; number 66, H, carries 0.11; number 67, H, carries 0.10; number 68, H, carries 0.10; number 69, C, carries -0.93; number 70, H, carries 0.10; number 71, H, carries 0.08; number 72, H, carries 0.10; number 73, C, carries -0.18; number 74, C, carries -0.21; number 75, H, carries 0.11; number 76, H, carries 0.10; number 77, H, carries 0.10; number 78, C, carries -0.49; number 79, H, carries -0.02; number 80, H, carries 0.12; number 81, C, carries -0.20; number 82, N, carries -0.23; number 83, H, carries 0.10; number 84, H, carries 0.11; number 85, H, carries 0.09; number 86, H, carries 0.10; number 87, H, carries 0.10; number 88, C, carries -0.08; number 89, H, carries 0.10; number 90, H, carries 0.08; number 91, C, carries -0.09; number 92, H, carries 0.10; number 93, H, carries 0.11; number 94, H, carries 0.11; number 95, C, carries -0.18; number 96, C, carries -0.10; number 97, C, carries -0.28; number 98, C, carries -0.17; number 99, H, carries 0.11

So which one is most stable? That would be *w*, about 3.8 kcal/mol below the next structure.

*w*
ORCA calculation (ωB97M-V with the def2-TZVPD basis set) on 2 unconnected molecules or ions with the total composition C2O2S2.

Element x y z (Å)
S -2.68808 0.27177 -0.10663
O -0.75383 -1.17109 1.17375
C 1.87522 0.74228 -0.50094
C -1.53705 -0.51095 0.59752
O 0.83116 0.44531 -0.97089
S 3.23285 1.11037 0.15086

The multiplicity is 3. The calculation puts the molecular weight at 120.2 g/mol. For the gap between HOMO and LUMO (alpha / beta), the calculation gives 6.34 / 7.07 eV.

Electronic structure analysis, Löwdin charges in units of e: number 1, S, carries 0.82; number 2, O, carries 0.04; number 3, C, carries -0.85; number 4, C, carries -0.86; number 5, O, carries 0.06; number 6, S, carries 0.80

*x*
ORCA calculation (ωB97M-V with the def2-TZVPD basis set) on 2 unconnected molecules or ions with the total composition C2O2S2.

Element x y z (Å)
O 0.36229 1.71005 -1.00036
C -0.35899 1.19285 -0.32479
S 1.10645 -1.54583 -0.10777
O -1.03282 0.77447 0.49150
S -1.14480 -2.00525 1.93021
C 0.06212 -1.88888 0.93029

The multiplicity is 3. The calculation puts the molecular weight at 120.2 g/mol. For the gap between HOMO and LUMO (alpha / beta), the calculation gives 6.58 / 6.36 eV.

Electronic structure analysis, Löwdin charges in units of e: number 1, O, carries 0.24; number 2, C, carries -0.54; number 3, S, carries 0.76; number 4, O, carries 0.16; number 5, S, carries 0.73; number 6, C, carries -1.35

So which one is most stable? That would be *x*, about 26.1 kcal/mol below the next structure.